[1]
DFT (ωB97M-V with the def2-TZVPD basis set) results for C34H29N11O8ReS2 as an isolated structure.

## Properties
LUMO energy (spin up / spin down) in Eh: -0.2137 / -0.2757
HOMO-LUMO gap (spin up / spin down) in Eh: 0.2743 / 0.2080
Highest occupied orbital energy (spin up / spin down) in eV: -13.280 / -13.165
Relative energy (zero: lowest compared OMol25 entry of this formula, charge and spin) in eV: 0.000
Spin multiplicity: 4
⟨S²⟩: 3.77
Total charge: +2

XYZ file:
```
85
Properties=species:S:1:pos:R:3:forces:R:3
C -3.3169 1.2199 -3.9624 0.0 0.0 0.0
H 0.1644 -1.8045 -5.5475 0.0 0.0 0.0
H 3.7659 4.7917 -1.6628 0.0 0.0 0.0
H -3.1365 2.4659 1.4640 0.0 0.0 0.0
H -1.7408 2.4553 3.5400 0.0 0.0 0.0
H -0.6378 5.1936 0.9345 0.0 0.0 0.0
H -0.0558 1.7510 -2.6367 -0.1 0.0 0.0
C -0.2333 4.2482 1.2979 0.0 0.0 0.0
H 1.8070 5.5861 -2.9455 0.0 0.0 0.0
N 1.0077 -2.5904 -1.5630 0.1 0.0 0.2
N 1.3663 -3.6618 1.3189 -0.1 0.4 -0.2
C -1.0890 -3.2835 -0.5384 0.0 0.0 0.0
H -4.1358 1.8756 -3.6998 0.0 0.0 0.0
H -4.4097 -0.5273 2.8903 0.0 0.0 0.0
N -0.5253 1.0226 0.0703 0.0 0.1 -0.3
H -2.9797 4.2323 1.3722 0.0 0.0 0.0
H 2.3199 -1.7523 -2.9570 0.0 0.0 0.0
H 2.8258 -4.4008 3.5021 0.0 0.0 0.0
C 2.5010 -0.5907 2.9843 -0.1 -0.1 0.2
C -2.4967 3.3136 1.7076 0.0 0.1 0.0
N 4.2290 -2.9641 5.2751 -0.1 0.0 0.0
O 3.5603 -2.0674 -0.5658 -0.1 0.0 0.0
O 4.2467 -4.1636 5.4279 0.0 0.0 0.0
C -1.4250 -0.0671 -3.3785 -0.1 0.0 0.0
C -0.8408 2.0519 0.5010 0.0 0.0 0.1
H -3.0967 3.5856 3.7609 0.0 0.0 0.0
C 0.2729 -1.4310 -3.4891 0.0 0.0 0.0
H -0.4185 -3.8889 -2.4502 0.0 0.0 0.0
C 3.3810 -2.4453 4.1840 0.0 -0.1 0.0
C 2.9282 4.1378 -1.8619 0.0 0.0 0.0
N -1.2252 3.2010 0.9577 0.0 0.0 0.1
C 2.7215 -3.3327 3.3629 0.0 0.0 0.0
N -0.2050 -1.3338 -4.7363 0.0 0.0 0.0
O -1.3071 4.4729 3.4469 0.0 0.0 0.0
H 0.7043 4.0302 0.7895 0.0 0.0 0.0
S 4.1204 -0.8300 0.0343 0.0 -0.1 0.0
O 3.5190 1.4561 2.8839 0.0 0.0 0.2
N -1.2039 -2.0412 -0.1107 -0.1 0.0 -0.1
C 1.8615 1.9412 -1.6593 0.0 0.0 0.0
C 1.9500 -2.8297 2.3244 0.1 -0.3 0.0
H 0.4806 -4.6070 -1.1126 0.0 0.0 0.0
C -2.8546 -0.9887 1.5062 0.0 0.0 0.0
S 4.1965 1.9923 -0.5902 0.0 0.0 -0.1
C -0.0588 4.2878 2.8076 0.0 0.0 0.1
C -3.1663 0.8293 -5.3032 0.0 0.0 0.0
H 1.5023 -3.2014 -3.5614 0.0 0.0 0.0
C 3.3046 -1.0756 3.9945 -0.1 0.0 -0.1
O 1.0378 -0.9851 1.1600 0.3 0.2 0.1
C 0.0039 -3.6904 -1.4620 0.0 0.0 0.0
H -3.8678 1.1980 -6.0384 0.0 0.0 0.0
O 1.4131 1.3681 2.4438 -0.1 0.0 0.1
H 3.8650 -0.4027 4.6292 0.0 0.0 0.0
C 0.7718 3.6988 -2.8558 0.0 0.0 0.0
C -2.3149 -2.0145 0.7363 0.0 0.0 0.1
C 1.8366 4.5702 -2.5763 0.0 0.0 0.0
H -5.3826 -2.7754 2.9037 0.0 0.0 0.0
C -4.5171 -2.5821 2.2854 0.0 0.0 0.0
C 1.3743 -2.2956 -2.9647 0.0 0.0 -0.1
C 3.2412 0.5606 -0.6017 -0.1 0.2 0.0
C -2.4557 0.7796 -2.9787 0.0 0.0 0.0
O 4.8307 -2.1465 5.9341 0.0 0.0 0.0
C -2.1861 3.4002 3.1935 0.0 -0.1 0.0
H -2.1498 -5.0621 -0.2213 0.0 0.0 0.0
N -2.0579 -4.0723 -0.0574 0.1 0.0 0.0
H 1.8497 -2.8555 -1.0477 -0.1 0.1 -0.1
C -3.9612 -1.2936 2.2725 0.0 0.0 0.0
C 2.9307 2.8125 -1.4212 0.0 0.0 0.0
H -4.3959 -4.6071 1.5639 0.0 0.0 0.0
O 1.4119 -4.8513 1.4868 0.1 -0.1 0.2
C -2.1552 -0.0193 -5.7049 0.0 0.0 0.0
C -2.8633 -3.2956 0.7725 0.0 0.0 0.0
H -2.4065 -0.0056 1.5152 0.0 0.0 0.0
H -0.0641 4.0565 -3.4426 0.0 0.0 0.0
H 0.5721 5.1290 3.0892 0.0 0.0 0.0
C -3.9770 -3.6106 1.5405 0.0 0.0 0.0
N -0.4093 -0.6793 -2.6413 0.0 0.0 0.0
N 2.0348 0.6571 -1.1202 0.0 -0.2 -0.1
H 0.4125 3.3596 3.1533 0.0 0.1 0.0
H -2.5737 1.0666 -1.9422 0.0 0.0 0.0
Re 0.2954 -0.7057 -0.6491 0.1 -0.2 0.0
H -2.0491 -0.3248 -6.7366 0.0 0.0 0.0
N 2.4658 0.8609 2.7826 0.2 -0.2 -0.5
C 0.7696 2.3983 -2.4083 0.1 0.1 0.1
C -1.2910 -0.4600 -4.7099 0.0 0.0 0.0
C 1.7833 -1.4436 2.1116 -0.2 0.1 0.0
```
Forces are in eV/Å.

=====

[2]
DFT (ωB97M-V with the def2-TZVPD basis set) results for C22H23AsN6PdS as an isolated structure.

## Properties
LUMO energy (spin up / spin down) in Eh: -0.0224 / -0.0320
HOMO-LUMO gap (spin up / spin down) in Eh: 0.1760 / 0.2553
Highest occupied orbital energy (spin up / spin down) in eV: -5.398 / -7.818
Spin multiplicity: 3
⟨S²⟩: 2.04
Total charge: 0

XYZ file:
```
54
Properties=species:S:1:pos:R:3:forces:R:3
C -1.6601 0.2810 -3.3165 0.0 0.0 0.0
C 8.2141 1.1062 0.0300 0.0 0.0 0.0
H -0.8472 1.0048 -3.2580 0.0 0.0 0.0
C 2.2497 -3.7819 0.0202 0.1 0.0 0.0
H 3.2742 -3.9196 -0.3034 0.0 0.0 0.0
H -1.5204 2.9792 -0.3748 0.0 0.0 0.1
H 6.3891 -2.1835 -0.2691 0.0 0.0 0.0
H -0.5523 5.2810 -0.3302 -0.1 -0.1 0.0
H 3.2293 3.7197 -0.0222 0.0 0.0 0.0
H 0.9796 -1.6235 -3.0911 0.0 0.0 0.0
N 1.8190 -0.1330 0.1029 -0.2 -0.3 -0.1
H -0.3056 -2.2478 -4.1515 0.0 0.0 0.0
C 2.4854 1.0525 -0.0279 -0.4 0.5 0.0
H -2.8004 0.8741 0.0826 0.2 0.1 -0.1
C -2.8390 -2.3260 -2.5011 0.1 0.1 0.1
C 3.8754 1.0879 -0.0859 0.5 -0.5 0.0
H -3.7590 -1.9112 -2.0912 0.0 0.0 0.0
S -2.1882 -0.8031 1.6816 0.0 0.3 0.0
C -2.1685 0.7125 0.9521 -0.8 -0.2 0.4
H -2.0227 1.5787 1.5904 0.2 0.1 -0.1
C 6.8322 1.1394 0.0738 -0.1 -0.1 0.0
C -0.2904 -3.4587 0.7044 -0.1 0.0 0.1
H 6.3459 2.0946 0.2094 0.0 0.0 0.0
C 4.6311 -0.0748 0.0098 -0.4 0.6 0.0
H -2.6824 -3.3110 -2.0613 0.0 0.0 0.0
H 4.4269 -2.2264 0.2488 0.0 0.0 0.0
C 1.6617 2.2270 -0.1193 0.0 -0.4 0.0
H 4.3652 2.0349 -0.2451 0.0 0.0 0.0
C 8.2420 -1.1424 -0.1968 0.0 0.0 0.0
C 3.9090 -1.2862 0.1425 -0.2 -0.3 0.1
H -2.5872 0.7850 -3.0425 0.0 0.0 0.0
C 0.0256 -2.1506 -3.1177 0.0 0.0 0.1
N 1.4055 4.6107 -0.1695 0.3 -0.1 0.0
C 0.0755 4.4021 -0.2697 -0.2 -0.1 -0.1
H -0.3624 -5.6100 0.5484 -0.1 0.1 0.0
Pd -0.3158 -0.0761 0.3812 0.6 0.2 0.2
C 1.7461 -2.5039 0.2883 -0.5 -0.3 0.1
C 2.1634 3.5436 -0.1064 -0.1 0.3 -0.1
H -1.7439 -0.0887 -4.3385 0.0 0.0 0.0
H 8.7818 2.0272 0.1109 0.0 0.0 0.0
N 8.9284 -0.0084 -0.1015 0.1 0.0 0.0
H -2.9384 -2.4298 -3.5818 0.0 0.0 0.0
N 1.5148 -4.8744 0.1139 -0.1 0.0 0.0
C 6.1008 -0.0494 -0.0305 0.3 0.0 0.0
N 0.4554 -2.3607 0.6206 0.3 0.0 -0.2
N 0.3124 2.0400 -0.1900 0.0 -0.3 0.3
C -0.4528 3.1341 -0.2781 0.0 0.2 -0.1
C 6.8603 -1.2162 -0.1691 -0.2 0.1 0.0
C 2.5364 -1.2766 0.1753 0.4 0.5 -0.1
C 0.2382 -4.7129 0.4681 0.2 0.0 0.0
H 8.8308 -2.0473 -0.3047 0.0 0.0 0.0
H 0.1714 -3.1451 -2.6935 0.0 0.0 0.0
As -1.3042 -1.1769 -2.0507 -0.1 -0.1 -0.5
H -1.3339 -3.3219 0.9613 0.0 0.0 0.0
```
Forces are in eV/Å.

=====

[3]
DFT (ωB97M-V with the def2-TZVPD basis set) results for a 10-piece molecular cluster, C20H60O10 overall in a non-equilibrium geometry.

## Properties
LUMO energy (spin up / spin down) in Eh: 0.0886 / 0.0883
HOMO-LUMO gap (spin up / spin down) in Eh: 0.0653 / 0.3520
Highest occupied orbital energy (spin up / spin down) in eV: 0.633 / -7.174
Relative energy (zero: lowest compared OMol25 entry of this formula, charge and spin) in eV: 0.243
Spin multiplicity: 2
⟨S²⟩: 0.75
Total charge: -1

XYZ file:
```
90
Properties=species:S:1:pos:R:3:forces:R:3
O 4.4097 -1.2183 -12.2700 0.4 0.8 -0.8
H 11.2928 -8.3783 -10.9382 -0.1 -0.4 -0.1
H 8.1392 -7.4306 -8.9366 0.2 0.2 0.4
H 13.6142 0.0521 -8.7857 0.0 -0.3 0.7
H 8.8530 -5.5899 -5.3195 -0.5 -0.1 -0.3
C 9.4713 -4.8358 -10.5196 0.0 -0.9 -1.1
H 5.9310 -3.2210 -8.2192 0.0 0.4 0.2
H 9.3616 -4.2933 -11.4586 -0.5 0.5 0.2
H 11.1102 -0.2954 -12.4021 -0.2 0.1 -0.1
O 10.3975 -5.9628 -6.5304 0.4 0.7 -0.2
H 10.2104 -7.6202 -9.8049 0.1 0.0 0.3
H 3.5373 -2.4234 -7.3395 0.0 0.1 -0.2
H 5.6850 -4.4827 -6.9730 0.7 0.0 0.0
C 10.5571 -1.6333 -14.0576 0.2 0.2 0.5
O 10.8334 -2.9568 -14.4790 -0.4 -0.3 -0.1
H 8.5417 -3.5744 -9.0990 -0.1 -0.2 0.2
O 10.4078 -2.9125 -9.3260 -0.1 0.2 -0.3
H 13.4372 2.2449 -9.5888 0.1 0.0 -0.5
H 4.7427 -2.2272 -6.1077 0.2 -0.4 0.2
H 6.2004 -8.2968 -9.8242 -0.3 -0.3 0.1
H 11.9129 -7.1355 -9.9641 0.0 0.2 0.3
C 13.5000 -3.8910 -8.4370 0.4 0.3 0.2
H 9.8250 -4.6369 -8.4329 -0.4 -0.2 0.1
H 4.1310 -2.6124 -10.9411 0.3 -0.3 1.0
H 14.9137 -2.3827 -7.7093 0.1 0.0 -0.4
O 6.2240 -7.7833 -12.7309 -0.8 0.8 -0.4
H 10.8110 -7.7308 -4.6160 0.2 -0.1 0.5
H 11.4219 -1.1484 -8.7868 -0.4 -0.4 0.0
H 11.6958 2.0941 -9.9492 0.0 0.0 0.1
O 13.0593 -3.1422 -9.5792 0.0 -0.1 0.2
H 14.2317 -4.6121 -8.8014 0.1 -0.2 0.3
H 8.6361 -5.5239 -10.3893 -0.1 -0.1 -0.3
H 10.7325 -6.1076 -3.8422 0.0 -0.1 -0.1
H 12.4087 -1.2994 -12.9756 0.1 -0.2 0.0
H 11.2814 -3.2650 -9.5112 0.3 0.1 -0.2
C 6.1626 -2.7353 -11.6260 0.4 0.4 0.8
H 9.4392 -8.4038 -12.8609 0.2 0.4 -0.1
H 6.0392 -3.3396 -12.5248 -0.6 0.2 0.0
C 12.4985 1.7855 -9.2794 0.5 0.6 -0.1
C 12.6516 0.2910 -9.2378 -0.5 0.2 -0.1
H 13.8508 -2.8520 -10.0386 -0.1 0.1 -0.2
H 5.4211 -8.2192 -13.0258 -0.2 0.1 0.0
H 7.0670 -9.5549 -12.8802 0.8 -0.4 0.1
H 8.9250 -7.2531 -6.0684 -0.5 0.0 0.4
C 11.6535 -8.9766 -8.9075 -0.5 0.2 0.4
H 3.6277 -3.6818 -6.1635 0.3 0.1 0.3
C 9.4757 -6.4420 -5.5920 0.3 0.3 0.7
H 12.5617 -9.4982 -9.2093 0.1 0.0 0.1
O 6.0505 -6.3387 -10.2879 -0.4 1.4 -0.9
H 8.5540 -8.1464 -11.3990 -0.3 -0.1 0.0
C 9.5170 -4.0256 -9.2812 0.4 0.9 0.7
C 11.3350 -1.2897 -12.7880 -0.1 0.2 -0.3
H 12.7296 -0.1145 -10.2466 -0.2 0.0 -0.3
H 4.9420 -4.9820 -9.1346 0.1 -0.3 -0.4
H 7.0368 -2.1075 -11.7982 0.0 0.2 0.0
H 14.4820 -3.5837 -6.5623 -0.3 0.0 0.2
H 3.7158 -0.6240 -11.9750 0.0 -0.1 0.1
H 5.0895 -7.3569 -8.8088 -0.1 0.0 0.2
C 7.2393 -7.1061 -8.4141 -0.8 -0.1 0.7
C 8.5393 -7.9312 -12.4674 -0.1 -0.9 -0.1
H 10.3517 -5.4423 -10.7322 0.3 -0.1 0.5
H 11.0756 -2.0067 -12.0091 0.1 0.0 0.0
H 10.8383 -9.6936 -8.8090 0.1 -0.4 0.2
C 7.3281 -8.5383 -13.1741 0.5 -0.3 1.0
H 9.3943 -7.2735 -3.6203 0.1 -0.1 0.2
O 11.8395 -8.2455 -7.6907 0.0 0.2 -0.3
H 11.8022 -8.8465 -6.9430 0.1 -0.5 0.4
H 13.3312 -2.2694 -6.9865 -0.2 -0.2 0.0
C 10.1616 -6.9124 -4.3052 -0.4 -0.2 -0.8
H 7.3035 -6.0761 -8.0633 0.1 0.3 -0.6
H 12.3471 2.2282 -8.2950 -0.4 -0.3 0.2
C 14.0668 -2.9777 -7.3676 0.5 0.0 0.1
H 10.8282 -6.7232 -6.9277 0.4 -0.4 -0.4
H 7.0883 -7.6065 -7.4577 0.3 -0.7 -0.1
C 11.2308 -7.9847 -9.9236 0.2 0.8 -1.3
H 6.4576 -3.4237 -10.8341 0.0 -0.1 0.1
C 4.9506 -1.9258 -11.1535 -0.8 -0.9 -1.3
H 8.5359 -6.8463 -12.5735 0.2 -0.1 -0.3
H 11.7766 -3.0670 -14.6196 0.1 0.1 0.1
H 10.7259 -0.9483 -14.8885 0.2 0.3 0.0
O 11.4986 -0.2139 -8.5808 0.8 0.1 0.0
C 4.2442 -2.9772 -6.7218 0.1 0.2 -1.3
H 7.4880 -8.5795 -14.2515 -0.3 0.5 -0.2
H 12.6648 -4.4359 -7.9969 -0.2 0.0 -0.4
H 6.2152 -6.7479 -11.1406 -0.1 0.1 -0.6
H 5.1325 -1.2184 -10.3444 0.3 -0.3 0.2
C 5.1921 -3.7854 -7.6504 -0.8 -0.1 1.5
O 4.3712 -4.5449 -8.4984 -0.5 0.1 -0.4
C 6.0442 -7.3356 -9.3344 0.9 -0.8 1.0
H 9.4955 -1.5626 -13.8209 -0.1 -0.3 -0.1
```
Forces are in eV/Å.